C44H49NP2PtSbSe | ωB97M-V with the def2-TZVPD basis set

Element x y z (Å)
Pt (-0.07, 0.19, 0.01)
C (-1.07, -0.05, -3.28)
N (0.32, -0.24, -3.66)
C (0.97, -1.35, -2.98)
P (1.41, -1.10, -1.17)
C (1.59, -2.82, -0.66)
C (2.49, -3.65, -1.34)
C (2.60, -4.98, -0.99)
C (1.82, -5.50, 0.04)
C (0.93, -4.68, 0.72)
C (0.81, -3.34, 0.37)
C (3.08, -0.40, -1.18)
C (4.08, -0.96, -0.39)
C (5.34, -0.39, -0.36)
C (5.62, 0.74, -1.13)
C (4.62, 1.31, -1.91)
C (3.35, 0.75, -1.93)
C (0.91, 0.51, -4.63)
C (0.22, 1.59, -5.24)
C (0.81, 2.33, -6.23)
C (2.11, 2.05, -6.65)
C (2.82, 0.99, -6.06)
C (2.24, 0.24, -5.07)
P (-1.26, 1.00, -1.75)
C (-0.82, 2.67, -2.28)
C (-1.74, 3.44, -3.00)
C (-1.37, 4.68, -3.48)
C (-0.08, 5.16, -3.26)
C (0.83, 4.40, -2.53)
C (0.46, 3.16, -2.04)
C (-3.04, 1.02, -1.46)
C (-3.94, 0.15, -2.08)
C (-5.28, 0.19, -1.74)
C (-5.73, 1.09, -0.79)
C (-4.84, 1.96, -0.17)
C (-3.50, 1.93, -0.50)
H (-1.49, -1.03, -3.05)
H (-1.65, 0.36, -4.11)
H (1.86, -1.66, -3.52)
H (0.28, -2.20, -3.00)
H (3.12, -3.26, -2.12)
H (3.29, -5.62, -1.51)
H (1.91, -6.54, 0.31)
H (0.33, -5.08, 1.53)
H (0.12, -2.70, 0.90)
H (3.89, -1.84, 0.20)
H (6.12, -0.83, 0.25)
H (6.61, 1.18, -1.12)
H (4.83, 2.19, -2.50)
H (2.58, 1.22, -2.52)
H (-0.78, 1.84, -4.94)
H (0.26, 3.15, -6.69)
H (2.57, 2.63, -7.44)
H (3.82, 0.77, -6.39)
H (2.82, -0.56, -4.64)
H (-2.75, 3.08, -3.16)
H (-2.08, 5.29, -4.02)
H (0.21, 6.13, -3.64)
H (1.82, 4.78, -2.34)
H (1.16, 2.57, -1.45)
H (-3.62, -0.55, -2.84)
H (-5.98, -0.47, -2.24)
H (-6.78, 1.13, -0.53)
H (-5.20, 2.68, 0.56)
H (-2.81, 2.62, -0.03)
C (3.02, 2.45, 1.10)
Sb (1.16, 1.72, 1.79)
C (0.08, 3.50, 2.22)
C (1.68, 0.99, 3.72)
H (3.43, 3.13, 1.85)
H (2.90, 2.99, 0.16)
H (3.71, 1.62, 0.94)
H (0.68, 4.14, 2.85)
H (-0.85, 3.25, 2.73)
H (-0.15, 4.02, 1.29)
H (2.23, 1.78, 4.23)
H (2.30, 0.11, 3.63)
H (0.79, 0.76, 4.29)
C (-3.50, -5.77, 4.48)
C (-3.10, -4.56, 3.72)
C (-3.22, -4.50, 2.33)
C (-2.86, -3.38, 1.61)
C (-3.01, -3.36, 0.12)
C (-2.37, -2.25, 2.32)
Se (-2.01, -0.71, 1.34)
C (-2.24, -2.28, 3.74)
C (-1.75, -1.12, 4.53)
C (-2.61, -3.44, 4.40)
H (-3.84, -6.57, 3.83)
H (-4.29, -5.53, 5.19)
H (-2.65, -6.14, 5.07)
H (-3.60, -5.37, 1.80)
H (-3.42, -4.30, -0.24)
H (-2.04, -3.20, -0.36)
H (-3.67, -2.55, -0.20)
H (-1.37, -0.33, 3.89)
H (-0.96, -1.42, 5.21)
H (-2.56, -0.70, 5.13)
H (-2.53, -3.48, 5.48)

Calculated values
multiplicity: 5
⟨S²⟩: 6.0554
calculated total energy: -141597.10604 eV
charge: +3
HOMO level (spin up / spin down): -15.210 / -15.769 eV
strongest force on any atom: 0.69 eV/Å